Computed, not measured: a structure of composition C33H29IN2O6PSV, with ωB97M-V/def2-TZVPD.

<S²>: 0.760
Net charge: +1
Orbital gap (alpha / beta): 7.4 / 7.9 eV
Highest occupied orbital energy (alpha / beta): -11.5 / -11.6 eV
2S+1: 2

XYZ file:
```
74
C33H29IN2O6PSV, DFT ωB97M-V/def2-TZVPD
H 2.69430 -2.89646 -4.30249
C 1.24019 0.64578 3.25354
C 2.71753 2.29364 2.25288
H 3.71391 2.24661 0.35830
H -4.05445 -2.95881 -1.17138
H 0.88304 5.60807 -2.31581
C -2.86525 0.39632 -2.65632
C -3.04947 -3.22411 2.02699
O 2.53312 -0.95672 -0.96197
H 1.02279 1.96304 6.96935
C -2.76525 -0.46033 1.84726
H 0.28372 -0.10899 -6.49437
H 2.48408 3.49093 0.49025
H 4.02710 3.69079 1.35032
N -0.32463 -0.71602 1.99235
C 0.06201 -0.18776 3.09870
C 1.29161 2.25376 -2.16603
H -4.90119 -0.40556 1.71962
C 2.64583 2.05898 4.54678
C -2.44641 -1.55662 -1.31292
H -5.15780 -2.84988 1.87618
H -1.78721 -2.16115 -0.70259
C 0.47204 -0.57888 -3.14557
O 1.53973 1.15046 6.95828
H -0.90156 -3.26779 2.14982
C -1.64910 -1.27340 1.97304
O 1.91329 -1.95894 1.42845
P -0.26863 0.09810 -1.57769
C 1.96168 -2.10261 -4.34369
H 3.04495 2.39869 5.49301
O 0.73248 -2.46379 -0.83898
C -0.00693 1.87724 -1.81588
H 3.27061 -2.88599 2.62466
C 1.54197 -1.55813 -5.55045
C 0.60776 -0.53650 -5.55499
C -2.00705 -0.34560 -1.84331
C 1.60842 3.58851 -2.34611
C -4.16903 -2.41305 1.90221
H 1.94898 -1.92814 -6.48103
C -0.64653 4.20105 -1.79192
C -4.02823 -1.03651 1.81430
S 1.98495 -2.19813 -1.63558
V 1.08226 -0.85141 0.46573
C 1.79079 1.24772 2.12269
H 3.37235 -3.31046 0.88230
I -2.58326 1.60482 1.74141
H -3.15519 -4.29740 2.10242
H -1.96706 2.59739 -1.29511
C -4.14874 -0.05816 -2.91251
C 0.08016 -0.04804 -4.36459
C 0.63691 4.56541 -2.16708
C 1.22280 0.41081 5.80485
H 0.14958 0.19433 5.76413
C -1.78766 -2.65184 2.06145
O 1.42682 0.85270 0.88091
C 1.41650 -1.61023 -3.17202
H -4.80726 0.52657 -3.54075
C -3.72752 -2.01373 -1.58392
H -1.40343 4.95766 -1.63558
H 2.03681 -3.95617 1.88295
C 1.69408 1.06202 4.52330
C -4.58195 -1.26413 -2.37726
H -0.61031 -0.27562 3.95053
N 3.12485 2.66759 3.45076
C 3.27161 2.97365 1.04163
H -2.54169 1.32645 -3.10267
H -5.58091 -1.62154 -2.58881
O 2.88482 -3.28852 -1.76135
C 2.70638 -3.11229 1.72188
H 2.61590 3.86651 -2.62558
H 2.06215 1.50141 -2.29743
C -0.96880 2.86152 -1.61333
H 1.73071 -0.54958 5.92051
H -0.63904 0.76047 -4.39664
```

=====

Computed, not measured: a structure of composition C11H33O6V, with ωB97M-V/def2-TZVPD.

<S²>: 3.954
Net charge: +1
Orbital gap (alpha / beta): 5.1 / 5.3 eV
Highest occupied orbital energy (alpha / beta): -12.0 / -12.0 eV
2S+1: 4

XYZ file:
```
51
C11H33O6V, DFT ωB97M-V/def2-TZVPD
H 10.70622 25.59150 1.60893
H 10.26475 27.03193 8.27637
H 8.97907 28.53825 7.37570
H 12.45209 26.98057 2.87797
C 8.33700 27.28779 5.81131
H 16.92311 27.93137 -0.06677
H 13.52254 26.71068 1.03215
H 9.89251 22.37619 0.18572
H 7.67566 27.35584 7.73310
C 11.52542 27.48480 3.15209
C 10.54906 23.08521 -0.31858
H 11.97410 29.84125 5.23357
H 11.19375 22.45079 -0.92684
H 15.74864 27.00735 7.50419
O 10.29292 24.83423 1.18785
H 14.19790 28.07635 0.08970
H 12.06676 32.20188 6.14640
H 8.29819 26.25914 5.45287
H 11.53252 30.47150 3.01249
O 10.97568 28.34027 2.17057
C 11.27097 24.20805 0.34122
H 10.57643 31.38192 6.89819
H 15.14481 30.34679 6.95097
C 14.62655 28.54385 6.50575
C 11.28052 30.63138 4.94591
H 10.46887 32.52584 5.69071
H 14.34494 27.43406 8.40749
H 9.22979 27.55919 5.24797
O 16.64862 27.03028 -0.25196
H 15.91142 27.28489 1.74898
C 8.65390 27.50274 7.27531
H 15.38516 28.57369 5.72363
V 9.50069 28.54251 0.54397
H 15.85267 28.46179 8.38944
H 11.83829 27.96501 4.07924
O 11.66978 31.15085 3.67675
H 15.99165 25.70643 1.11673
H 10.81235 26.69654 3.39351
O 9.73760 26.58285 7.61152
C 11.10946 31.70089 6.00250
H 7.43314 27.79938 5.48053
C 15.14868 27.86442 7.81008
O 14.32472 29.84855 6.92222
H 14.01178 26.38328 -0.52835
H 11.66619 24.97060 -0.32991
H 9.89576 23.46992 -1.10171
H 13.73767 28.07154 6.08751
C 15.74116 26.72722 0.82805
H 12.05666 23.86443 1.01406
C 14.28708 27.01403 0.31691
H 10.33965 30.09084 4.84255
```

=====

Taking the records one at a time from the top gives ΔE to the lowest compared entry with this formula, charge and spin values of 0.00 418.54 kJ/mol.